15
Properties=species:S:1:pos:R:3:forces:R:3:lowdin_charge:R:1 method="wB97M-V/def2-TZVPD" energy_ha=-591.27650 total_charge=0 max_force_ev_per_a=5.9 e_above_lowest_ev=3.428 orbital_gap_ev="7.683 / 7.777"
H -3.716808 0.748199 0.223081 2.235 0.229 -1.236 0.0260
P -1.305251 -1.480488 0.200688 -0.237 2.158 0.710 0.8971
H -1.482878 -1.417123 1.724219 0.327 0.259 -1.890 -0.0955
H 0.941646 -1.229050 -1.941503 -0.512 0.570 1.221 0.1210
C 0.982525 -0.012892 1.067866 -0.128 0.697 1.906 -0.2237
C 2.201733 0.352465 0.583358 0.890 2.254 5.388 -0.1414
H -3.001797 0.902672 -1.520298 0.069 -0.689 0.364 -0.0184
C 1.093529 -0.664832 -0.988784 -1.077 -2.380 -2.369 -0.2196
H 3.081324 0.121011 -1.479359 -1.557 -0.500 1.589 0.1371
C -2.761863 0.813275 -0.452647 -3.479 -3.401 0.331 -0.0489
H 0.535764 0.330643 1.993746 -0.025 -0.518 -0.047 0.1046
C 2.244482 -0.062199 -0.699957 3.793 0.801 -4.106 -0.1696
N 0.304566 -0.714507 0.140575 -1.803 -0.627 -0.848 -0.4154
H -1.998753 1.427148 -0.225648 2.409 2.077 1.381 -0.0937
H 2.881781 0.885673 1.374670 -0.904 -0.929 -2.397 0.1403



68
Properties=species:S:1:pos:R:3:forces:R:3:lowdin_charge:R:1 method="wB97M-V/def2-TZVPD" energy_ha=-4864.90239 spin_multiplicity=5 total_charge=+1 max_force_ev_per_a=1.7 e_above_lowest_ev=0.000 orbital_gap_ev="7.924 / 7.796"
C -1.543571 -4.551000 -0.262049 0.081 0.143 0.063 -0.0238
H -1.426264 -4.229480 -2.394281 -0.007 0.012 0.008 0.1214
H -1.636793 -0.484694 -5.297883 -0.009 -0.039 0.001 0.1126
C -1.103384 -3.911154 -1.413039 -0.032 -0.126 -0.061 -0.0194
C -1.452862 0.804011 3.376080 -0.029 0.001 0.045 -0.0522
H -4.024367 -1.075118 -5.002448 -0.007 0.008 0.008 0.1116
C -1.018031 0.990898 2.076157 -0.046 -0.027 -0.055 -0.0861
C 2.712938 -0.076259 1.972900 -0.129 -0.053 0.002 -0.7982
H 2.301795 -4.418740 -0.218992 0.020 -0.049 0.011 0.0326
P -0.756141 0.473915 -0.609485 -0.897 0.844 0.124 1.0095
N 0.198065 -2.384836 -0.113580 -0.898 -1.389 -0.051 -0.1077
O 2.398996 -1.284337 1.857392 -0.065 -0.003 0.083 -0.1032
Cr 1.190431 -0.696435 0.194247 1.407 0.483 0.087 0.4172
C 1.573838 2.982550 -0.799203 0.233 -0.357 -0.242 -0.5657
C 3.160470 -3.808156 0.052959 0.027 0.229 -0.090 -0.3573
H -2.788877 -0.272299 4.669672 0.012 -0.011 0.002 0.1110
C -0.195446 -3.038841 0.992786 0.074 0.036 0.110 -0.1122
S 3.197563 -2.395002 -1.078827 0.028 0.097 -0.004 0.7457
H -3.715502 -0.261969 -0.822850 -0.002 -0.004 -0.055 0.0924
H 0.149443 -2.338553 -2.175273 -0.078 0.037 0.000 0.1152
O 2.204296 0.800318 1.228647 -0.006 0.053 0.011 -0.1611
H -1.033385 1.406429 4.171365 -0.007 0.002 -0.007 0.1139
C -0.232683 -2.848177 -1.299854 0.136 0.140 0.029 -0.1278
Cl 3.041330 1.671924 3.980178 -0.007 -0.039 0.008 0.6435
H -0.267872 0.120333 -3.354815 -0.015 0.035 0.005 0.0605
H -5.043831 -0.972405 -2.754336 -0.004 0.044 0.008 0.1121
I 2.258105 1.362997 -1.995230 0.010 0.336 0.008 1.0918
H -2.248055 -5.369935 -0.314621 0.035 -0.032 -0.036 0.1208
C 2.223846 5.113184 0.105351 -0.099 0.159 0.078 -0.0538
C -1.545969 0.221361 1.029659 -0.028 -0.071 0.004 -0.3494
C -3.426782 -0.786213 -4.148000 0.008 -0.008 -0.004 -0.0642
H 4.072445 -4.386588 -0.075655 -0.032 -0.066 -0.006 0.0487
H 0.637141 6.457195 0.560152 -0.009 -0.024 0.053 0.1211
H -1.350033 -4.590902 1.888350 0.014 -0.005 -0.002 0.1215
C -0.115442 4.550908 -0.096341 0.059 -0.205 -0.062 -0.1507
C 2.553978 3.868008 -0.455536 0.032 -0.078 -0.066 -0.1469
H -3.512808 4.416804 -0.169249 -0.005 -0.025 -0.021 0.1147
C -1.058128 -4.116393 0.962470 -0.038 -0.047 -0.070 -0.0265
H -2.868654 -1.408502 0.553351 0.010 -0.039 0.044 0.0928
C -2.086305 -0.466255 -4.313732 0.026 0.021 -0.027 -0.0623
C -2.430021 -0.144104 3.657310 0.042 0.022 -0.015 -0.0634
C -2.937245 -0.925816 2.633351 -0.066 -0.074 0.014 -0.0674
C -3.998389 -0.725728 -2.886334 -0.030 -0.038 -0.041 -0.0606
Cl 4.239986 -0.962993 4.052187 -0.031 0.046 -0.029 0.6535
H 5.597152 -2.473384 -1.075479 0.027 0.029 -0.010 0.0459
C 0.913877 5.465603 0.225054 0.119 0.004 -0.017 -0.0183
H 3.008942 5.801684 0.386367 0.018 -0.010 -0.043 0.1152
H 4.955845 -0.829869 -1.310407 0.060 0.030 0.039 0.0267
C -1.317631 -0.113192 -3.217119 0.008 -0.069 0.005 -0.1111
C 0.197141 3.227133 -0.546125 -0.090 0.206 0.102 -0.1977
H 4.976139 -1.551741 0.321413 0.006 0.052 -0.005 0.0261
C 4.854958 -1.751588 -0.741728 -0.240 -0.126 0.026 -0.3654
C -2.487147 -0.759349 1.329414 0.068 -0.054 -0.020 -0.1074
C -3.237835 -0.347783 -1.788784 -0.012 0.114 0.036 -0.0939
H -3.693233 -1.672404 2.843713 0.024 0.003 0.003 0.1116
H 3.067249 -3.461333 1.079969 0.040 -0.038 0.016 0.0322
H -0.259656 1.738476 1.873816 0.000 0.031 -0.008 0.1089
C -0.890753 2.311257 -0.684048 0.022 -0.093 -0.060 -0.2821
C 3.752811 0.370536 3.016367 0.059 0.044 0.057 -1.5095
H -1.667957 5.963053 0.360894 0.005 0.003 -0.017 0.1226
H -3.008110 2.070952 -0.698149 -0.011 -0.039 0.038 0.1047
C -1.886955 -0.048249 -1.943415 0.230 -0.198 0.071 -0.3536
Cl 5.159132 0.982141 2.121507 -0.020 -0.012 -0.025 0.6412
C -2.186792 2.764511 -0.575035 0.201 -0.020 -0.069 -0.0706
C -2.483959 4.093696 -0.250940 -0.008 0.170 0.033 -0.0441
C -1.462588 4.951947 0.031607 -0.115 -0.012 0.013 -0.0099
H 0.210067 -2.678891 1.932043 -0.054 0.072 -0.019 0.1284
H 3.591496 3.636846 -0.653886 -0.016 -0.024 -0.008 0.0958